Formula: C22H28N2O3
Source: the Open Molecules 2025 dataset
Level of theory: wB97M-V/def2-TZVPD

Each atom is followed by the atoms it is bonded to, with distances in Å.
Atoms and positions in Å:
1 C -0.7453 -0.1030 3.8443  C2 1.501, H28 1.088, H29 1.091, H30 1.087
2 C 0.2766 0.2628 2.8070  C1 1.501, C3 1.389, C7 1.396
3 C 0.4019 1.5883 2.4107  C2 1.389, C4 1.382, H31 1.081
4 C 1.3301 1.9704 1.4601  C3 1.382, C5 1.383, H32 1.081
5 C 2.1532 1.0191 0.8859  C4 1.383, C6 1.382, H33 1.079
6 C 2.0445 -0.3008 1.2810  C5 1.382, C7 1.389, H34 1.080
7 C 1.1195 -0.6953 2.2397  C2 1.396, C6 1.389, C8 1.504
8 C 1.0351 -2.1530 2.5982  C7 1.504, C9 1.541, H35 1.090, H36 1.091
9 C 0.0569 -2.8906 1.6632  C8 1.541, N10 1.450, H37 1.095, H38 1.097
10 N 0.4534 -2.6994 0.2816  C9 1.450, C11 1.444, C27 1.444
11 C 0.9186 -3.8798 -0.4077  N10 1.444, C12 1.527, H39 1.093, H40 1.109
12 C 1.6648 -3.4652 -1.6738  C11 1.527, C13 1.525, H41 1.092, H42 1.090
13 C 0.7571 -2.6307 -2.5713  C12 1.525, C14 1.527, H43 1.091, H44 1.094
14 C 0.2193 -1.4399 -1.7804  C13 1.527, C15 1.535, C27 1.529, H45 1.093
15 C -0.7122 -0.5852 -2.6506  C14 1.535, N16 1.454, H46 1.095, H47 1.092
16 N -1.3817 0.4563 -1.8876  C15 1.454, C17 1.442, C18 1.345
17 C -2.8024 0.3050 -1.6932  N16 1.442, H48 1.091, H49 1.085, H50 1.094
18 C -0.6265 1.4750 -1.4396  N16 1.345, O19 1.219, C20 1.529
19 O 0.5541 1.5953 -1.7203  C18 1.219
20 C -1.2644 2.4799 -0.4805  C18 1.529, O21 1.217, C22 1.451
21 O -1.9752 2.1449 0.4491  C20 1.217
22 C -0.8561 3.8567 -0.6911  C20 1.451, C23 1.382, O26 1.351
23 C -1.0189 4.9516 0.1366  C22 1.382, C24 1.403, H51 1.071
24 C -0.4204 6.0346 -0.5257  C23 1.403, C25 1.370, H52 1.071
25 C 0.0540 5.5293 -1.7073  C24 1.370, O26 1.328, H53 1.073
26 O -0.2044 4.2314 -1.8134  C22 1.351, C25 1.328
27 C -0.4825 -1.9473 -0.5199  N10 1.444, C14 1.529, H54 1.092, H55 1.110
28 H -1.4081 -0.8873 3.4837  C1 1.088
29 H -0.2604 -0.4630 4.7524  C1 1.091
30 H -1.3500 0.7636 4.0996  C1 1.087
31 H -0.2486 2.3320 2.8492  C3 1.081
32 H 1.4081 3.0070 1.1649  C4 1.081
33 H 2.8685 1.3059 0.1304  C5 1.079
34 H 2.6854 -1.0494 0.8394  C6 1.080
35 H 0.7127 -2.2895 3.6308  C8 1.090
36 H 2.0211 -2.6059 2.4815  C8 1.091
37 H -0.9558 -2.5062 1.8231  C9 1.095
38 H 0.0473 -3.9561 1.9232  C9 1.097
39 H 1.5945 -4.4269 0.2537  C11 1.093
40 H 0.0822 -4.5548 -0.6795  C11 1.109
41 H 2.0135 -4.3535 -2.2038  C12 1.092
42 H 2.5322 -2.8690 -1.3887  C12 1.090
43 H 1.3073 -2.2849 -3.4481  C13 1.091
44 H -0.0787 -3.2462 -2.9173  C13 1.094
45 H 1.0554 -0.8150 -1.4574  C14 1.093
46 H -0.1150 -0.1107 -3.4356  C15 1.095
47 H -1.4786 -1.2095 -3.1138  C15 1.092
48 H -3.0149 -0.6449 -1.1996  C17 1.091
49 H -3.1979 1.1048 -1.0762  C17 1.085
50 H -3.3105 0.3176 -2.6624  C17 1.094
51 H -1.4987 4.9454 1.0935  C23 1.071
52 H -0.3476 7.0460 -0.1823  C24 1.071
53 H 0.5732 5.9984 -2.5209  C25 1.073
54 H -0.8246 -1.0956 0.0716  C27 1.092
55 H -1.3612 -2.5627 -0.8062  C27 1.110

Computed properties:
**Energy relative to the best compared isomer or geometry (same formula, charge and spin)**: 63.72 kcal/mol
**Highest occupied orbital energy**: -8.125 eV
**Spin multiplicity**: 1
**Total energy**: -32390.887 eV
**Total charge**: 0
**Strongest force on any atom**: 1.4 eV/Å

***

Formula: C22H28N2O4
Source: the Open Molecules 2025 dataset
Level of theory: wB97M-V/def2-TZVPD

Each atom is followed by the atoms it is bonded to, with distances in Å.
Atoms and positions in Å:
1 C 4.8356 -5.6673 -0.8761  O2 1.409, H29 1.092, H30 1.090, H31 1.092
2 O 3.7919 -5.2729 -1.7367  C1 1.409, C3 1.363
3 C 3.1679 -4.0682 -1.6009  O2 1.363, C4 1.391, C26 1.409
4 C 2.1856 -3.8329 -2.5580  C3 1.391, C5 1.381, H32 1.078
5 C 1.4454 -2.6670 -2.5758  C4 1.381, C6 1.383, H33 1.080
6 C 1.6816 -1.6893 -1.6263  C5 1.383, C7 1.506, C25 1.389
7 C 0.9110 -0.3956 -1.6031  C6 1.506, N8 1.454, H34 1.095, H35 1.102
8 N 0.3768 -0.1438 -0.2741  C7 1.454, C9 1.446, C24 1.443
9 C -0.5959 -1.1195 0.1658  N8 1.446, C10 1.541, H36 1.093, H37 1.095
10 C -1.9748 -1.0736 -0.5209  C9 1.541, C11 1.512, H38 1.092, H39 1.091
11 C -2.9087 -0.0360 0.0611  C10 1.512, O12 1.221, N13 1.353
12 O -3.9711 -0.3510 0.5745  C11 1.221
13 N -2.5033 1.2532 0.0033  C11 1.353, C14 1.461, C23 1.447
14 C -3.3978 2.2729 0.5462  N13 1.461, C15 1.536, C17 1.509, H40 1.100
15 C -4.2375 2.8856 -0.5849  C14 1.536, O16 1.404, H41 1.094, H42 1.101
16 O -4.8762 1.8941 -1.3457  C15 1.404, H43 0.967
17 C -2.6200 3.2475 1.3960  C14 1.509, C18 1.388, C22 1.392
18 C -2.4503 4.5866 1.0727  C17 1.388, C19 1.386, H44 1.079
19 C -1.6993 5.4153 1.8912  C18 1.386, C20 1.383, H45 1.080
20 C -1.1045 4.9169 3.0358  C19 1.383, C21 1.385, H46 1.080
21 C -1.2698 3.5821 3.3676  C20 1.385, C22 1.382, H47 1.080
22 C -2.0238 2.7576 2.5550  C17 1.392, C21 1.382, H48 1.081
23 C -1.3174 1.6885 -0.7023  N13 1.447, C24 1.540, H49 1.091, H50 1.095
24 C -0.0161 1.2220 -0.0228  N8 1.443, C23 1.540, H51 1.093, H52 1.095
25 C 2.6593 -1.9111 -0.6648  C6 1.389, C26 1.387, H53 1.077
26 C 3.4050 -3.0800 -0.6253  C3 1.409, C25 1.387, O27 1.375
27 O 4.3686 -3.3150 0.3268  C26 1.375, C28 1.405
28 C 4.5995 -2.3351 1.3067  O27 1.405, H54 1.095, H55 1.089, H56 1.095
29 H 5.6829 -4.9801 -0.9249  C1 1.092
30 H 5.1433 -6.6486 -1.2380  C1 1.090
31 H 4.4985 -5.7512 0.1591  C1 1.092
32 H 2.0189 -4.6056 -3.2914  C4 1.078
33 H 0.6890 -2.5253 -3.3330  C5 1.080
34 H 1.5926 0.4290 -1.8382  C7 1.095
35 H 0.1420 -0.4232 -2.3916  C7 1.102
36 H -0.1559 -2.1052 -0.0046  C9 1.093
37 H -0.7306 -0.9913 1.2446  C9 1.095
38 H -1.8565 -0.8986 -1.5918  C10 1.092
39 H -2.4666 -2.0386 -0.3922  C10 1.091
40 H -4.0884 1.7191 1.1996  C14 1.100
41 H -3.6127 3.4366 -1.2938  C15 1.094
42 H -4.9727 3.5778 -0.1463  C15 1.101
43 H -5.2089 1.2082 -0.7511  O16 0.967
44 H -2.9072 4.9974 0.1858  C18 1.079
45 H -1.5793 6.4561 1.6289  C19 1.080
46 H -0.5186 5.5655 3.6698  C20 1.080
47 H -0.8144 3.1858 4.2632  C21 1.080
48 H -2.1627 1.7182 2.8174  C22 1.081
49 H -1.3281 2.7793 -0.7151  C23 1.091
50 H -1.3437 1.3397 -1.7401  C23 1.095
51 H 0.8007 1.8710 -0.3502  C24 1.093
52 H -0.1305 1.3449 1.0593  C24 1.095
53 H 2.8121 -1.1399 0.0718  C25 1.077
54 H 3.7053 -2.1467 1.9094  C28 1.095
55 H 5.3837 -2.7431 1.9433  C28 1.089
56 H 4.9459 -1.3950 0.8651  C28 1.095

Computed properties:
**Energy relative to the best compared isomer or geometry (same formula, charge and spin)**: 67.46 kcal/mol
**Highest occupied orbital energy**: -8.031 eV
**Spin multiplicity**: 1
**Total energy**: -34437.942 eV
**Total charge**: 0
**Strongest force on any atom**: 0.5 eV/Å

***

Formula: C22H28N2O5
Source: the Open Molecules 2025 dataset
Level of theory: wB97M-V/def2-TZVPD

Each atom is followed by the atoms it is bonded to, with distances in Å.
Atoms and positions in Å:
1 C 1.1461 3.9797 -4.6526  O2 1.405, H30 1.095, H31 1.089, H32 1.095
2 O 1.7632 3.9724 -3.3902  C1 1.405, C3 1.366
3 C 1.8648 2.7847 -2.7232  O2 1.366, C4 1.395, C29 1.390
4 C 2.4988 2.8338 -1.4815  C3 1.395, C5 1.378, H33 1.078
5 C 2.6497 1.6989 -0.7144  C4 1.378, C6 1.395, H34 1.077
6 C 2.1574 0.4765 -1.1707  C5 1.395, N7 1.395, C28 1.392
7 N 2.2702 -0.7121 -0.4493  C6 1.395, C8 1.357, H35 1.017
8 C 2.6242 -0.8920 0.8486  N7 1.357, O9 1.216, C10 1.524
9 O 2.8621 0.0036 1.6354  C8 1.216
10 C 2.7123 -2.3655 1.2262  C8 1.524, C11 1.532, H36 1.089, H37 1.092
11 C 1.5809 -2.7899 2.1677  C10 1.532, C12 1.532, H38 1.092, H39 1.092
12 C 0.1776 -2.3963 1.6956  C11 1.532, C13 1.516, H40 1.092, H41 1.096
13 C -0.2415 -2.8716 0.3183  C12 1.516, O14 1.219, N15 1.354
14 O 0.4871 -2.8708 -0.6593  C13 1.219
15 N -1.5308 -3.2770 0.2357  C13 1.354, C16 1.447, H42 1.009
16 C -2.2387 -3.2370 -1.0256  N15 1.447, C17 1.546, H43 1.091, H44 1.094
17 C -3.2341 -2.0544 -1.0556  C16 1.546, C18 1.506, H45 1.092, H46 1.090
18 C -2.6768 -0.8952 -0.2730  C17 1.506, C19 1.382, C27 1.395
19 C -1.5944 -0.1707 -0.7341  C18 1.382, C20 1.388, H47 1.079
20 C -0.9903 0.7883 0.0669  C19 1.388, C21 1.385, H48 1.077
21 C -1.4592 1.0436 1.3447  C20 1.385, O22 1.356, C24 1.414
22 O -0.9166 1.9276 2.2187  C21 1.356, C23 1.411
23 C 0.3374 2.4948 1.9076  O22 1.411, H49 1.088, H50 1.094, H51 1.094
24 C -2.5984 0.3445 1.8063  C21 1.414, O25 1.363, C27 1.383
25 O -3.0233 0.6752 3.0588  C24 1.363, C26 1.403
26 C -4.1843 0.0631 3.5560  O25 1.403, H52 1.096, H53 1.095, H54 1.089
27 C -3.1771 -0.6176 0.9993  C18 1.395, C24 1.383, H55 1.080
28 C 1.5453 0.4246 -2.4196  C6 1.392, C29 1.383, H56 1.081
29 C 1.3940 1.5628 -3.1906  C3 1.390, C28 1.383, H57 1.079
30 H 1.6830 3.3472 -5.3676  C1 1.095
31 H 1.1810 5.0137 -4.9923  C1 1.089
32 H 0.1018 3.6549 -4.5933  C1 1.095
33 H 2.8715 3.7844 -1.1345  C4 1.078
34 H 3.1437 1.7524 0.2411  C5 1.077
35 H 1.8690 -1.5274 -0.9066  N7 1.017
36 H 2.7001 -2.9837 0.3304  C10 1.089
37 H 3.6617 -2.5152 1.7444  C10 1.092
38 H 1.6280 -3.8729 2.3032  C11 1.092
39 H 1.7393 -2.3187 3.1399  C11 1.092
40 H -0.5478 -2.7373 2.4370  C12 1.092
41 H 0.1126 -1.3033 1.6530  C12 1.096
42 H -2.1086 -3.1893 1.0581  N15 1.009
43 H -1.4751 -3.1186 -1.7964  C16 1.091
44 H -2.7631 -4.1824 -1.1898  C16 1.094
45 H -4.1840 -2.3668 -0.6177  C17 1.092
46 H -3.4144 -1.7734 -2.0937  C17 1.090
47 H -1.1973 -0.3557 -1.7199  C19 1.079
48 H -0.1402 1.3283 -0.3153  C20 1.077
49 H 0.5901 3.1197 2.7623  C23 1.088
50 H 0.2916 3.1158 1.0075  C23 1.094
51 H 1.1057 1.7260 1.7823  C23 1.094
52 H -4.0531 -1.0181 3.6814  C26 1.096
53 H -5.0493 0.2499 2.9104  C26 1.095
54 H -4.3599 0.5149 4.5309  C26 1.089
55 H -4.0338 -1.1727 1.3519  C27 1.080
56 H 1.1814 -0.5235 -2.7890  C28 1.081
57 H 0.9096 1.4814 -4.1510  C29 1.079

Computed properties:
**Energy relative to the best compared isomer or geometry (same formula, charge and spin)**: 39.93 kcal/mol
**Highest occupied orbital energy**: -7.765 eV
**Spin multiplicity**: 1
**Total energy**: -36486.658 eV
**Total charge**: 0
**Strongest force on any atom**: 0.7 eV/Å

***

Among the records above, which one has the highest energy relative to the best compared isomer or geometry (same formula, charge and spin)? C22H28N2O4

***

Which of these has the lowest highest occupied orbital energy? C22H28N2O3

***

The lowest total energy belongs to which entry? C22H28N2O5

***

The lowest highest occupied orbital energy belongs to which entry? C22H28N2O3